Arrangement one

The following is a DFT calculation (the ωB97M-V functional and the def2-TZVPD basis) of a cluster of 2 separate species, C4H4FN in total.

Each line ends with the natural charge from an NBO analysis.
Cartesian coordinates (Å):
N (0.878, -1.994, 0.488)  -0.269
C (0.936, -0.871, 0.392)  0.232
C (1.346, 0.450, 0.325)  -0.052
F (1.242, 0.857, -0.987)  -0.333
H (2.471, 0.542, 0.527)  0.214
H (0.816, 0.976, 1.040)  0.207
C (-1.686, -0.470, -0.717)  -0.213
C (-2.164, 0.467, -0.126)  -0.236
H (-1.308, -1.147, -1.407)  0.235
H (-2.531, 1.191, 0.464)  0.215

Properties
* structure (SMILES): N#CCF.C#C
* LUMO level: 0.78 eV
* charge: 0

Arrangement two

The following is a DFT calculation (the ωB97M-V functional and the def2-TZVPD basis) of a cluster of 2 separate species, C4H4FN in total.

Each line ends with the natural charge from an NBO analysis.
Cartesian coordinates (Å):
C (0.295, -1.215, -0.101)  -0.666
C (-0.687, -0.869, -0.971)  0.457
N (-1.652, -0.383, -1.593)  -0.669
H (1.264, -0.808, -0.255)  0.245
H (0.017, -1.741, 0.718)  0.233
H (-2.215, -0.777, -2.367)  0.401
C (1.266, 1.739, 0.850)  -0.409
C (0.248, 1.317, 1.323)  0.433
F (-0.762, 0.689, 1.860)  -0.268
H (2.225, 2.048, 0.534)  0.243

Properties
* structure (SMILES): C=C=N.C#CF
* LUMO level: 0.90 eV
* charge: 0

Which structure is the least stable? The one labeled arrangement two.